Record 1
{"formula": "C22H17N7O", "method": "wB97M-V/def2-TZVPD", "symbols": ["C", "C", "C", "C", "O", "N", "C", "C", "C", "C", "C", "N", "C", "N", "C", "C", "C", "N", "C", "C", "C", "C", "C", "N", "N", "C", "C", "N", "C", "C", "H", "H", "H", "H", "H", "H", "H", "H", "H", "H", "H", "H", "H", "H", "H", "H", "H"], "xyz": [[-0.0345, 1.3681, 6.1299], [-0.7161, 2.2668, 5.1531], [-1.6466, 3.1843, 5.5562], [-2.2927, 4.0664, 4.5745], [-3.0921, 4.8854, 4.9924], [-2.0702, 3.9873, 3.1880], [-1.1761, 3.1191, 2.7916], [-0.9616, 3.0300, 1.3274], [-1.6829, 3.9861, 0.3894], [-0.0546, 2.1042, 0.8149], [0.6324, 1.1680, 1.6979], [1.4802, 0.2609, 1.2698], [1.6676, 0.0000, -0.0612], [2.8619, 0.2450, -0.5470], [3.1151, 0.0225, -1.8040], [2.1442, -0.4668, -2.6291], [0.9105, -0.6488, -2.0640], [-0.1845, -1.1956, -2.6865], [0.0075, -2.2417, -3.5680], [0.2257, -2.0050, -4.9284], [0.3253, -3.0901, -5.8295], [0.3385, -4.3884, -5.3118], [0.0981, -4.5875, -3.9242], [-0.0205, -5.7219, -3.1722], [-0.2209, -5.4371, -1.8406], [-0.3367, -4.1207, -1.7778], [-0.0458, -3.5371, -3.0730], [0.6382, -0.4313, -0.7764], [0.3893, 1.2607, 3.1668], [-0.4752, 2.1839, 3.7024], [-0.1913, 0.3436, 5.8654], [1.0409, 1.5321, 6.1821], [-0.4298, 1.5032, 7.1425], [-1.9163, 3.2983, 6.5741], [-2.7287, 3.7512, 0.4622], [-1.3871, 3.8538, -0.6471], [-1.4954, 5.0324, 0.6803], [0.1057, 2.1127, -0.2887], [4.1237, 0.2041, -2.2002], [2.3159, -0.6523, -3.6685], [-0.8350, -1.4244, -1.9463], [0.2013, -1.0006, -5.3439], [0.3773, -2.9428, -6.9243], [0.5880, -5.2030, -5.9925], [0.0103, -6.6693, -3.5224], [-0.5564, -3.5456, -0.9041], [0.9534, 0.5397, 3.7710]], "smiles": "CC1=CC(=O)N=C2C(C)=C/C(=N\\c3nccc(Nc4cccc5[nH]ncc45)n3)C=C12", "energy_ev": -35566.699, "e_lumo_ev": -1.95, "orbital_gap_ev": 6.6, "homo_ev": -8.6}


Record 2
{"formula": "C22H18B2Cl3F6O3S", "method": "wB97M-V/def2-TZVPD", "symbols": ["Cl", "B", "Cl", "Cl", "O", "C", "C", "C", "C", "C", "C", "C", "H", "H", "H", "H", "H", "H", "C", "C", "C", "C", "C", "B", "C", "C", "C", "C", "F", "F", "F", "C", "C", "C", "F", "F", "F", "C", "O", "C", "C", "O", "S", "H", "H", "H", "H", "H", "H", "H", "H", "H", "H", "H", "H"], "xyz": [[2.5434, -1.8690, 2.2972], [1.2025, -0.6528, 2.6025], [0.5243, -0.8348, 4.3424], [1.7176, 1.1369, 2.5003], [0.2088, -0.9056, 1.5302], [-0.7873, -0.1141, 1.4013], [-1.9111, -0.3144, 2.3620], [-2.3917, 0.8789, 3.0597], [-3.5123, 0.7630, 3.8447], [-4.0102, -0.5064, 4.1939], [-3.1860, -1.6332, 3.9765], [-2.0747, -1.5380, 3.1844], [-0.6832, 0.8369, 0.8904], [-1.8514, 1.8078, 2.8468], [-3.9936, 1.6539, 4.2613], [-4.9262, -0.5948, 4.7812], [-3.3756, -2.5597, 4.5252], [-1.2769, -2.2749, 3.1304], [-0.6329, -0.8772, -5.7244], [-0.3892, -0.2144, -4.4131], [-0.7061, 1.0819, -4.0350], [-0.0965, 1.4696, -2.8084], [0.5850, 0.4455, -2.1459], [-2.9434, -0.6878, 1.2123], [1.7047, 0.5698, -1.2391], [2.4811, -0.5657, -0.9093], [3.7105, -0.4015, -0.2885], [4.6616, -1.5703, -0.2205], [5.5411, -1.4531, 0.8123], [4.0325, -2.7773, -0.1136], [5.4077, -1.6413, -1.3768], [4.1347, 0.8490, 0.1562], [3.3279, 1.9568, -0.0866], [3.8313, 3.3043, 0.3493], [2.8160, 4.2043, 0.4875], [4.5108, 3.2579, 1.5306], [4.6990, 3.8330, -0.5741], [2.1221, 1.8386, -0.7687], [-3.4667, 0.3139, 0.4300], [-3.5358, -0.2842, -0.9009], [-3.1240, -1.7525, -0.7455], [-2.9158, -1.9640, 0.6751], [0.4142, -1.0250, -3.1126], [-0.8473, -0.1262, -6.4968], [0.2459, -1.4594, -6.0427], [-1.4791, -1.5711, -5.6456], [-1.2941, 1.7421, -4.6705], [-0.1671, 2.4682, -2.3999], [2.1442, -1.5688, -1.1570], [5.0805, 0.9511, 0.6584], [1.5079, 2.7046, -0.9470], [-4.5752, -0.1742, -1.2503], [-2.8721, 0.2346, -1.6104], [-3.9468, -2.3949, -1.0741], [-2.1829, -1.9959, -1.2848]], "energy_ev": -95314.496, "e_lumo_ev": 1.99, "total_charge": -1, "orbital_gap_ev": 4.9, "homo_ev": -2.9, "e_above_lowest_ev": 0.440}


Record 3
{"formula": "C22H18BIrN6O6S6", "method": "wB97M-V/def2-TZVPD", "symbols": ["Ir", "O", "S", "O", "O", "C", "C", "C", "C", "C", "C", "S", "O", "O", "O", "H", "H", "H", "H", "S", "C", "C", "C", "C", "N", "C", "C", "C", "S", "C", "N", "H", "H", "C", "N", "C", "C", "N", "B", "N", "C", "C", "N", "C", "C", "S", "C", "S", "H", "H", "H", "H", "H", "H", "H", "H", "H", "H", "H", "H"], "xyz": [[0.0537, 0.1273, -1.1059], [4.6012, 0.0861, 2.4831], [3.1613, -0.0585, 2.6395], [2.7979, -0.8528, 3.8086], [2.4532, -0.4142, 1.4261], [2.5922, 1.6055, 3.0597], [3.4487, 2.2734, 3.9361], [3.1504, 3.5259, 4.4391], [1.9596, 4.1327, 4.0749], [1.0979, 3.4762, 3.2137], [1.3973, 2.2266, 2.6686], [-0.0110, 1.5709, 1.5973], [-1.1059, 2.4674, 2.0653], [0.0951, -1.6553, 0.3457], [0.3407, 1.9192, 0.1455], [4.3695, 1.7738, 4.2084], [3.8395, 4.0188, 5.1166], [1.7010, 5.1147, 4.4571], [0.1568, 3.9240, 2.9225], [2.0268, 0.0882, -2.2915], [1.4805, 0.5932, -3.8656], [2.2651, 0.3480, -4.9925], [1.8905, 0.8007, -6.2518], [2.7206, 0.5140, -7.3851], [3.3964, 0.2858, -8.2890], [0.6925, 1.5215, -6.3988], [-0.0956, 1.7659, -5.2797], [0.2738, 1.3117, -4.0171], [-0.6863, 1.6825, -2.6140], [0.2674, 1.9947, -7.6828], [-0.0734, 2.3768, -8.7143], [3.1874, -0.2086, -4.8819], [-1.0196, 2.3190, -5.3943], [-1.3516, -4.6535, -2.4095], [-2.0423, -3.7593, -1.5078], [-3.0091, -4.1090, -0.5812], [-3.3128, -2.9796, 0.0928], [-2.5581, -1.9481, -0.4178], [-2.5717, -0.5088, 0.1797], [-2.3536, -0.5542, 1.7147], [-3.2035, 0.0856, 2.6069], [-2.6724, 0.0128, 3.8403], [-1.4649, -0.6591, 3.7177], [-0.4333, -0.8084, 4.7214], [-1.2911, -1.0000, 2.4222], [0.1390, -1.7756, 1.8871], [-1.7796, -2.4371, -1.3943], [-0.6975, -1.6343, -2.4513], [-1.5964, -5.6770, -2.1319], [-0.2784, -4.4895, -2.3237], [-1.6476, -4.4743, -3.4433], [-3.3610, -5.1194, -0.4782], [-3.9846, -2.8224, 0.9181], [-3.6549, -0.0091, -0.0084], [-1.7118, 0.1888, -0.3513], [-4.0953, 0.5730, 2.2593], [-2.9985, 0.4186, 4.7805], [-0.6261, -0.1069, 5.5303], [0.5369, -0.5823, 4.2687], [-0.4050, -1.8264, 5.1157]], "energy_ev": -112863.098, "e_lumo_ev": 3.97, "total_charge": -2, "orbital_gap_ev": 6.2, "homo_ev": -2.2, "e_above_lowest_ev": 1.963}


Record 4
{"formula": "C22H18Cl3N5O2RuS", "method": "wB97M-V/def2-TZVPD", "symbols": ["Ru", "C", "C", "N", "C", "C", "C", "C", "C", "C", "C", "C", "C", "N", "C", "H", "H", "H", "H", "H", "H", "H", "H", "S", "C", "C", "C", "C", "C", "N", "H", "H", "H", "H", "C", "N", "C", "C", "N", "H", "H", "H", "H", "H", "H", "Cl", "C", "Cl", "Cl", "C", "O", "O"], "xyz": [[-0.0989, -0.5819, -0.2216], [0.6951, 3.5597, 1.0676], [0.5144, 2.4148, 0.2818], [0.2566, 1.2346, 0.8138], [0.1444, 1.1275, 2.1601], [0.3225, 2.2158, 3.0168], [0.6069, 3.4626, 2.4309], [0.2020, 2.0178, 4.4323], [-0.0905, 0.8008, 4.9356], [-0.2987, -0.3270, 4.0722], [-0.6239, -1.6082, 4.5527], [-0.8201, -2.6242, 3.6576], [-0.6951, -2.3712, 2.2875], [-0.3827, -1.1811, 1.8042], [-0.1861, -0.1627, 2.6895], [0.9080, 4.5012, 0.5820], [0.5963, 2.4423, -0.7965], [0.7501, 4.3304, 3.0622], [0.3495, 2.8667, 5.0871], [-0.1811, 0.6519, 6.0037], [-0.7197, -1.7742, 5.6182], [-1.0775, -3.6219, 3.9823], [-0.8568, -3.1532, 1.5590], [-0.2546, -2.7987, -0.9342], [1.4607, -2.7129, -0.6015], [2.4639, -3.6630, -0.7496], [3.7638, -3.2701, -0.4956], [4.0426, -1.9585, -0.1112], [2.9976, -1.0714, 0.0269], [1.7405, -1.4604, -0.1980], [2.2195, -4.6638, -1.0753], [4.5720, -3.9804, -0.6095], [5.0558, -1.6332, 0.0727], [3.1422, -0.0378, 0.3130], [-3.6399, -0.4297, -3.5853], [-3.1881, 0.6318, -2.6788], [-3.1223, 1.9980, -3.2005], [-2.5960, 0.3224, -1.5729], [-2.0689, 0.0547, -0.5682], [-3.0236, -0.4155, -4.4834], [-4.6870, -0.2672, -3.8371], [-3.5204, -1.3930, -3.0989], [-4.1148, 2.3025, -3.5291], [-2.4297, 2.0386, -4.0430], [-2.7814, 2.6712, -2.4184], [0.7144, 2.8196, -3.5285], [0.9065, 1.1277, -4.0607], [2.6251, 0.7050, -4.0866], [0.2157, 0.9679, -5.6673], [0.1997, 0.1622, -3.0570], [0.5263, 0.4376, -1.8414], [-0.5342, -0.7042, -3.4600]], "energy_ev": -85633.542, "e_lumo_ev": [-3.40, -3.95], "spin_multiplicity": 2, "total_charge": 1, "orbital_gap_ev": [7.5, 7.1], "homo_ev": [-10.9, -11.0], "e_above_lowest_ev": 0.000}